DFT (ωB97M-V/def2-TZVPD) results for the ion C4H6NO2S with charge -1 in a non-equilibrium geometry.

```
14
Properties=species:S:1:pos:R:3:forces:R:3:mulliken_charge:R:1
O -1.947586 -0.293924 1.698453 -0.40 -0.13 0.04 -0.494
C -1.342635 -1.316165 1.540373 0.72 -0.46 -0.18 0.049
N -0.167048 -1.496434 0.846415 -0.12 0.00 0.05 -0.113
C 0.535151 -0.682572 -0.077167 -0.28 0.07 -0.50 0.489
O 1.583252 -1.129890 -0.477704 0.12 -0.10 0.03 -0.607
C -0.100491 0.612583 -0.482877 1.18 0.54 0.37 -0.624
C 0.855345 1.561843 -1.253130 -0.01 -0.33 -0.09 -0.625
S 0.892719 3.233801 -0.536134 -0.16 0.03 -0.22 -0.669
H -1.621419 -2.316479 1.945110 -0.36 0.39 0.26 0.294
H 0.284526 -2.389342 0.976553 -0.02 -0.05 -0.06 0.251
H -0.989564 0.476339 -1.076620 -0.53 -0.45 0.01 0.311
H -0.402610 1.081242 0.452430 -0.16 0.24 -0.06 0.340
H 1.866543 1.157768 -1.240382 -0.03 -0.15 0.11 0.175
H 0.553816 1.501230 -2.315321 0.04 0.41 0.25 0.224
```
Forces are in eV/Å.

Properties
HOMO level, eV: -2.3
Max |F|, eV Å⁻¹: 1.35
Energy, Ha: -759.48971
Total charge: -1
Frontier orbital gap, eV: 5.341

=====

DFT (ωB97M-V/def2-TZVPD) results for a structure of composition C41H37GeN4O5STa in a non-equilibrium geometry.

```
90
Properties=species:S:1:pos:R:3:forces:R:3:mulliken_charge:R:1
Ta 0.181063 -0.008843 -0.368162 -2.50 -0.54 -0.07 1.871
O -1.383134 1.249190 3.411469 -0.04 -0.03 0.01 -0.776
C -1.105582 1.112412 2.227037 0.09 0.13 -0.06 0.070
N -0.663202 0.016832 1.593566 0.23 0.41 0.50 -0.641
C -0.409876 -1.162896 2.393646 -0.07 -0.01 0.06 -1.405
C -0.907458 -2.304584 1.568700 0.04 -0.20 -0.02 0.907
C -1.413699 -3.490792 2.072392 0.00 0.02 -0.07 -0.933
C -1.823830 -4.468338 1.182730 0.00 -0.03 -0.01 -0.519
C -1.736543 -4.222789 -0.180084 0.00 0.04 0.04 -1.055
C -1.225578 -3.010883 -0.603303 -0.03 -0.08 -0.06 -0.227
N -0.802573 -2.077176 0.251292 0.65 0.00 -0.10 -0.159
C -1.214293 2.262218 1.261637 -0.05 -0.03 0.02 0.581
C -1.775952 3.470978 1.626912 0.01 0.00 -0.04 -0.736
C -1.846147 4.476364 0.679183 -0.02 0.00 0.04 -0.329
C -1.342981 4.239963 -0.591660 0.04 -0.04 -0.06 -1.100
C -0.791927 3.004844 -0.875895 -0.14 0.03 0.03 0.071
N -0.737527 2.027790 0.033840 0.43 0.18 0.12 -0.199
H -0.870045 -1.089143 3.380959 -0.09 -0.07 -0.10 0.615
H 0.668747 -1.321988 2.552705 -0.03 0.09 0.08 0.111
H -1.484903 -3.633149 3.141148 0.01 0.00 0.02 0.490
H -2.216301 -5.409129 1.546436 -0.02 0.01 0.00 0.419
H -2.062183 -4.952340 -0.907228 -0.01 0.00 -0.02 0.529
H -1.157477 -2.748854 -1.648758 0.06 0.01 0.00 0.553
H -2.136973 3.582607 2.638938 -0.02 -0.01 0.01 0.534
H -2.292874 5.430960 0.922892 0.01 0.02 0.01 0.423
H -1.386435 4.991610 -1.366820 0.01 0.01 0.00 0.487
H -0.418188 2.761870 -1.860171 0.00 0.01 -0.02 0.410
C -0.916559 -0.043899 -1.833000 0.49 0.18 -0.24 0.198
Ge -0.633193 0.142528 -3.695778 0.24 -0.26 0.20 1.699
C -1.375122 1.736884 -4.531778 -0.13 0.18 -0.03 0.201
C -2.654204 2.171638 -4.180680 0.06 0.05 0.00 -0.369
C -3.250948 3.236322 -4.840342 0.02 -0.01 0.00 -0.686
C -2.572576 3.884514 -5.864089 -0.03 0.03 0.00 -0.471
C -1.292260 3.480325 -6.208434 0.04 -0.03 0.01 -0.602
C -0.698542 2.412576 -5.545424 -0.04 0.04 0.02 -0.425
C -1.347417 -1.417971 -4.638566 -0.05 -0.08 -0.10 0.095
C -0.978620 -1.748733 -5.943465 -0.03 0.03 0.00 -0.342
C -1.516747 -2.858644 -6.580575 0.01 0.03 0.00 -0.654
C -2.455414 -3.646150 -5.928405 -0.02 -0.02 -0.03 -0.557
C -2.849662 -3.320801 -4.639374 0.01 0.01 0.03 -0.616
C -2.293646 -2.218412 -4.001379 0.04 -0.06 -0.02 -0.660
C 1.313856 0.206112 -3.989076 0.09 0.05 -0.19 -0.103
C 2.027480 -0.843131 -4.562816 0.02 0.03 0.06 0.051
C 3.412366 -0.799289 -4.676357 -0.03 -0.04 0.03 -0.547
C 4.111465 0.306692 -4.219983 0.04 0.01 0.03 -0.744
C 3.419665 1.366066 -3.645964 0.00 -0.02 0.04 -0.765
C 2.038388 1.310238 -3.534344 -0.03 -0.02 -0.04 0.479
H -3.185012 1.673081 -3.377645 -0.03 -0.04 0.03 0.384
H -4.245040 3.558891 -4.560134 -0.04 0.00 0.00 0.414
H -3.043069 4.703380 -6.393034 0.00 0.03 0.01 0.383
H -0.755181 3.994383 -6.995361 0.01 0.00 -0.02 0.415
H 0.305315 2.108663 -5.818487 0.02 -0.03 -0.03 0.309
H -0.270552 -1.125823 -6.479393 0.03 0.00 0.00 0.336
H -1.211464 -3.104452 -7.589615 0.00 0.01 -0.03 0.424
H -2.889340 -4.501235 -6.431029 0.01 -0.02 0.01 0.417
H -3.595853 -3.921459 -4.134176 -0.01 -0.01 0.02 0.440
H -2.599230 -1.963310 -2.992849 -0.08 0.04 0.00 0.526
H 1.498836 -1.717705 -4.918761 0.02 0.10 -0.02 -0.385
H 3.945119 -1.631840 -5.119461 0.01 -0.02 -0.01 0.390
H 5.189486 0.347453 -4.314209 0.01 0.00 0.00 0.401
H 3.957462 2.234010 -3.284765 0.00 0.02 -0.01 0.457
H 1.517279 2.147656 -3.082157 -0.01 0.03 0.01 0.117
C 1.923072 -4.386653 -4.594966 -0.04 -0.07 0.06 -1.180
C 2.566239 -4.212885 -3.247525 0.05 0.02 -0.05 0.236
C 3.946704 -4.330670 -3.086983 0.01 -0.01 0.00 -0.683
C 4.537806 -4.146290 -1.849692 -0.08 0.02 0.02 -0.683
C 3.739500 -3.848538 -0.750411 -0.08 -0.08 -0.15 0.037
C 2.361058 -3.762044 -0.882083 0.08 -0.09 -0.04 -0.210
C 1.787655 -3.936669 -2.130395 -0.01 -0.02 0.04 0.179
S 4.496279 -3.524869 0.805230 -0.02 -0.24 0.10 1.267
O 5.433267 -4.565671 1.107156 -0.02 -0.01 0.04 -0.738
O 3.439372 -3.183620 1.714994 -0.04 -0.01 0.06 -0.619
N 5.424750 -2.180414 0.594153 0.03 -0.06 -0.05 -0.458
C 4.848753 -1.040562 -0.117196 0.10 0.08 -0.04 -0.455
C 3.800244 -0.295314 0.718790 0.31 -0.12 -0.05 -0.930
C 2.609788 -0.005917 -0.111703 -0.41 0.96 -0.55 0.725
O 1.999628 1.121817 -0.073891 0.61 -0.48 0.22 -0.781
O 2.073273 -0.908381 -0.843726 0.13 -0.08 0.55 0.053
H 2.656252 -4.328041 -5.397575 0.02 0.02 -0.03 0.317
H 1.159855 -3.625892 -4.762753 -0.04 -0.12 0.01 -0.041
H 1.429354 -5.357898 -4.661713 0.00 -0.03 -0.01 0.457
H 4.564992 -4.567679 -3.943970 0.01 0.03 -0.02 0.403
H 5.610481 -4.235032 -1.735613 0.03 -0.02 0.00 0.405
H 1.753753 -3.553124 -0.013531 0.00 0.07 0.01 0.629
H 0.715746 -3.831676 -2.246374 0.02 -0.04 -0.02 0.172
H 6.322925 -2.475159 0.235927 0.09 0.05 0.02 0.350
H 4.405848 -1.363868 -1.064871 0.00 0.07 0.02 0.179
H 5.671416 -0.365395 -0.351722 0.00 -0.06 0.00 0.447
H 4.182800 0.613755 1.177314 -0.02 0.02 -0.09 0.492
H 3.447595 -0.954099 1.519137 0.03 0.04 -0.05 0.231
```
Forces are in eV/Å.

Properties
HOMO level, eV: -7.1
Max |F|, eV Å⁻¹: 2.56
Energy, Ha: -4711.98525
Frontier orbital gap, eV: 7.116

=====

DFT (ωB97M-V/def2-TZVPD) results for a cluster of 2 separate species, H6N2 in total in a non-equilibrium geometry.

```
8
Properties=species:S:1:pos:R:3:forces:R:3:mulliken_charge:R:1
N -1.259370 0.925656 0.162273 -0.41 -0.71 -1.92 -0.694
H -0.915712 1.856887 0.286278 0.20 0.59 -0.03 0.295
H -1.837761 0.676217 0.930875 -0.26 -0.37 1.03 0.289
H -1.891174 0.868581 -0.672712 1.07 0.19 0.78 0.311
N 1.335719 -1.099457 -0.192910 0.07 3.07 -1.13 -0.251
H 2.074573 -0.620201 -0.728147 0.39 -1.06 -0.12 0.371
H 1.528509 -1.047362 0.776847 0.46 -0.96 1.61 0.340
H 0.507120 -0.517516 -0.378681 -1.51 -0.75 -0.22 0.339
```
Forces are in eV/Å.

Properties
<S²>: 0.758
HOMO level (alpha / beta), eV: -16.8 / -15.5
Max |F|, eV Å⁻¹: 3.27
2S+1: 2
Energy, Ha: -112.73733
Total charge: +1
Frontier orbital gap (alpha / beta), eV: 13.066 / 5.243